The following is a quantum chemistry calculation of the ion C6H14N4 with charge +2, from OMol25.

Properties
* relative energy (zero: lowest compared OMol25 entry of this formula, charge and spin): 0.278 eV
* charge: +2
* total energy: -455.4586 Eh
* E_LUMO: -7.4 eV
* structure (SMILES): C/[NH+]=C(C)\N=C/CC(N)=[NH2+]

Last column: natural (NBO) charge in e.
Element x y z (Å)
C  0.445  1.281  -1.115  0.28
C  2.022  0.032  0.404  0.57
C  1.736  1.301  -0.336  -0.57
C  -1.241  -0.447  -0.461  0.54
C  -1.013  -1.787  -1.074  -0.67
C  -2.680  1.003  0.902  -0.44
N  -0.541  0.556  -0.907  -0.39
N  1.134  -0.400  1.280  -0.72
N  3.086  -0.661  0.099  -0.68
N  -2.245  -0.268  0.364  -0.49
H  0.387  2.014  -1.918  0.25
H  2.547  1.548  -1.026  0.29
H  1.667  2.143  0.366  0.31
H  -1.151  -1.725  -2.155  0.29
H  -1.718  -2.515  -0.688  0.26
H  0.001  -2.137  -0.901  0.25
H  -2.411  1.815  0.227  0.23
H  -3.761  0.991  1.018  0.26
H  -2.245  1.189  1.887  0.22
H  1.322  -1.227  1.835  0.44
H  3.752  -0.340  -0.593  0.45
H  3.329  -1.518  0.584  0.44
H  -2.840  -1.062  0.571  0.44
H  0.417  0.213  1.638  0.43